Record 1
# C4H7N3

C4H7N3 in the gas phase (wB97M-V/def2-TZVPD, the OMol25 dataset).

```
14
Properties=species:S:1:pos:R:3:forces:R:3:lowdin_charge:R:1
C -1.017 1.047 1.757 -0.03 -0.08 0.16 -0.13
N -1.175 0.731 0.355 0.14 0.13 -0.12 -0.05
C -0.261 -0.047 -0.363 0.04 0.06 -0.07 -0.38
N -0.628 -0.480 -1.563 0.12 0.11 0.28 0.07
N 0.462 -1.095 -2.057 0.12 -0.20 0.16 -0.05
C 1.494 -1.124 -1.182 -0.17 0.13 -0.08 -0.12
C 1.077 -0.445 -0.059 -0.13 0.11 -0.01 -0.03
H -0.970 0.123 2.340 0.06 0.08 -0.05 0.08
H -0.149 1.673 2.035 -0.10 -0.16 -0.26 0.08
H -1.924 1.576 2.070 0.22 -0.08 0.03 0.08
H -1.519 1.505 -0.195 -0.04 -0.20 0.01 0.12
H 0.338 -1.657 -2.882 0.18 0.15 -0.03 0.14
H 2.455 -1.546 -1.452 -0.24 -0.07 0.14 0.11
H 1.666 -0.233 0.824 -0.18 0.00 -0.17 0.09
```
Positions in Å, forces in eV/Å.


Record 2
# C4H7N3

C4H7N3 in the gas phase at a distorted geometry (wB97M-V/def2-TZVPD, the OMol25 dataset).

```
14
Properties=species:S:1:pos:R:3:forces:R:3:lowdin_charge:R:1
C -1.772 0.860 -0.062 -0.21 0.15 -0.07 -0.09
C -0.897 -0.365 0.124 -0.32 0.01 0.02 -0.26
N 0.203 -0.458 -0.828 0.23 -0.03 0.26 0.04
C 1.475 -0.374 -0.348 0.19 0.01 -0.08 -0.46
N 2.557 -0.504 -1.009 -0.23 0.01 0.18 0.13
C 1.472 -0.097 1.096 0.62 0.24 1.23 -0.16
N 1.452 0.101 2.235 0.41 -0.12 -1.00 0.18
H -2.362 0.819 -0.982 0.03 0.00 0.07 0.07
H -1.172 1.779 -0.087 -0.05 -0.26 0.03 0.08
H -2.456 0.931 0.791 -0.01 0.03 -0.20 0.08
H -1.473 -1.295 0.125 -0.09 0.12 -0.12 0.12
H -0.446 -0.280 1.121 -0.57 -0.28 -0.51 0.07
H 0.070 -0.727 -1.798 0.08 0.13 0.43 0.15
H 3.350 -0.388 -0.379 -0.05 -0.03 -0.25 0.05
```
Positions in Å, forces in eV/Å.


In the order shown, the computed energy relative to the best compared isomer or geometry (same formula, charge and spin) values come out to 13.93, 18.02 kcal/mol.
In the order shown, the computed highest occupied orbital energy values come out to -8.06, -9.58 eV.